## one
Computed, not measured: 2 unconnected molecules or ions with the total composition C4H10O3, with wB97M-V/def2-TZVPD.

Structure (XYZ):
```
17
Properties=species:S:1:pos:R:3
O -3.22 0.06 -0.39
C -2.15 -0.42 -0.21
O -1.98 -1.81 -0.23
C -0.87 0.28 0.09
C -0.03 0.56 -1.17
C 1.41 0.70 -0.83
H -2.86 -2.17 -0.36
H -0.31 -0.37 0.81
H -1.07 1.26 0.56
H -0.14 -0.21 -1.90
H -0.38 1.43 -1.79
H 1.97 -0.16 -0.38
H 1.35 1.54 -0.12
H 1.98 1.00 -1.70
H 2.80 -0.43 2.17
H 1.61 -0.40 3.12
O 1.92 -0.88 2.35
```

The molar mass comes out at 106.121 g mol⁻¹. The SMILES is CCCC(=O)O.O.

Löwdin atomic charge list, values in e, 2 entries: 0.121, -0.518


## two
Computed, not measured: 2 unconnected molecules or ions with the total composition C4H10O3, with wB97M-V/def2-TZVPD.

Structure (XYZ):
```
17
Properties=species:S:1:pos:R:3
C -1.19 1.04 0.50
O -1.19 2.39 1.22
C 0.09 0.36 1.06
C 0.51 -0.87 0.42
C 0.49 -2.14 1.30
O -0.17 -3.16 1.12
H -1.20 0.98 -0.61
H -2.11 0.65 0.89
H -0.43 2.80 0.77
H -0.01 0.16 2.10
H 0.91 1.13 0.94
H -0.13 -1.15 -0.45
H 1.56 -0.83 0.11
H 0.76 -1.72 2.31
H 1.28 2.21 -4.18
H 0.56 0.86 -4.14
O 1.28 1.34 -4.52
```

The molar mass comes out at 106.121 g mol⁻¹. The SMILES is O=CCCCO.O.

Löwdin atomic charge list, values in e, 2 entries: -0.174, -0.108


Last place for stability: two


## one
Computed, not measured: a single C2H2IN molecule, with wB97M-V/def2-TZVPD.

Structure (XYZ):
```
6
Properties=species:S:1:pos:R:3
C -0.68 0.36 0.07
C 0.72 -0.15 -0.01
N 0.18 1.27 -0.03
I -2.58 -0.43 0.00
H 1.17 -0.54 0.84
H 1.19 -0.50 -0.86
```

The molar mass comes out at 166.949 g mol⁻¹. The SMILES is IC1=NC1.

Löwdin atomic charge list, values in e, 2 entries: -0.878, -0.173


## two
Computed, not measured: 2 unconnected molecules or ions with the total composition C2H2IN, with wB97M-V/def2-TZVPD.

Structure (XYZ):
```
6
Properties=species:S:1:pos:R:3
C -1.64 -0.77 0.03
C -0.30 -0.26 -0.09
N -0.86 -1.70 0.11
I -4.46 0.06 -0.03
H 0.07 -0.37 -1.10
H 0.28 0.14 0.65
```

The molar mass comes out at 166.949 g mol⁻¹.

Löwdin atomic charge list, values in e, 2 entries: -0.325, -0.071


Last place for stability: two


## one
Computed, not measured: a gas-phase ion, C6H11N2O (charge +1), with wB97M-V/def2-TZVPD.

Structure (XYZ):
```
20
Properties=species:S:1:pos:R:3
C -0.05 0.27 -0.92
C 0.21 1.56 -0.20
C 1.05 0.32 2.10
C 0.32 1.48 1.40
C -0.39 0.44 2.12
C -0.53 -2.06 -0.66
N -0.44 -0.70 -0.17
N 0.10 0.14 -2.25
O -1.49 -0.07 2.40
H 1.30 1.97 -0.44
H -0.52 2.28 -0.63
H 1.33 -0.49 1.44
H 1.53 0.59 2.99
H 0.31 2.52 1.80
H -1.55 -2.27 -0.82
H -0.06 -2.80 0.01
H -0.08 -2.24 -1.64
H 0.73 0.66 -2.87
H 0.01 -0.80 -2.52
H -1.50 -0.95 2.74
```

Its total charge is +1. The molar mass comes out at 127.167 g mol⁻¹.

Löwdin atomic charge list, values in e, 2 entries: -0.435, -0.038


## two
Computed, not measured: a gas-phase ion, C6H11N2O (charge +1), with wB97M-V/def2-TZVPD.

Structure (XYZ):
```
20
Properties=species:S:1:pos:R:3
C 0.20 -1.35 0.59
C -0.76 -1.07 -0.68
C -0.16 0.44 -0.76
C 0.79 0.11 0.37
C -1.53 0.82 -0.16
C 2.18 0.07 -0.25
N -2.05 -0.49 -0.36
N -2.19 1.90 0.15
O -3.11 -0.84 0.39
H -0.15 -1.64 1.56
H 1.11 -1.95 0.34
H -0.71 -1.62 -1.67
H 0.17 0.91 -1.61
H 0.76 0.86 1.23
H 2.72 1.04 -0.15
H 2.03 -0.38 -1.19
H 2.77 -0.52 0.36
H -3.84 -1.23 -0.20
H -1.76 2.87 0.35
H -3.08 1.85 0.62
```

Its total charge is +1. The molar mass comes out at 127.167 g mol⁻¹. The SMILES is C[C@@H]1C[C@@H]2[C@H]1C(=[NH2+])N2O.

Löwdin atomic charge list, values in e, 2 entries: -0.003, -0.090


## three
Computed, not measured: 2 unconnected molecules or ions with the total composition C6H11N2O, with wB97M-V/def2-TZVPD.

Structure (XYZ):
```
20
Properties=species:S:1:pos:R:3
C -0.24 -0.62 0.52
C -2.09 -1.49 -0.06
C -1.07 0.44 0.11
C 0.76 2.13 -0.07
C -0.75 1.88 -0.01
C 1.92 -1.75 -0.43
N -0.92 -1.79 0.41
N -2.23 -0.14 -0.25
O 2.87 -1.66 0.41
H 0.64 -0.53 1.12
H -2.87 -2.19 -0.26
H 1.21 1.59 -0.89
H 1.24 1.83 0.86
H 0.95 3.19 -0.22
H -1.22 2.28 -0.91
H -1.17 2.43 0.84
H 1.94 -1.05 -1.25
H 1.20 -2.56 -0.43
H -3.04 0.33 -0.61
H 2.89 -2.33 1.12
```

Its total charge is +1. The molar mass comes out at 127.167 g mol⁻¹.

Löwdin atomic charge list, values in e, 2 entries: -0.154, -0.155


Last place for stability: two


## one
Computed, not measured: a single C20H34N6O2 molecule, with wB97M-V/def2-TZVPD.

Structure (XYZ):
```
62
Properties=species:S:1:pos:R:3
C -3.42 5.32 4.45
C -3.31 3.83 4.28
C -4.38 3.04 4.19
C -4.31 1.55 3.97
C -2.94 1.14 3.45
C -2.78 -0.37 3.49
O -2.92 -0.96 4.56
N -2.42 -1.04 2.35
C -2.12 -2.46 2.45
C -2.36 -0.49 1.01
C -0.95 -0.14 0.53
C -0.50 1.29 0.86
C -1.22 2.33 0.01
N 0.94 1.43 0.67
C 1.80 1.06 1.66
O 1.43 0.58 2.71
C 3.24 1.27 1.33
C 3.87 1.22 0.11
N 5.16 1.44 0.40
C 6.33 1.46 -0.47
C 6.57 0.11 -1.12
N 5.56 -0.23 -2.11
C 5.51 -1.66 -2.33
C 5.78 0.47 -3.36
N 5.33 1.62 1.72
N 4.17 1.50 2.28
C -1.86 1.77 4.34
C -1.91 3.28 4.21
H -2.91 5.84 3.65
H -4.46 5.64 4.46
H -2.96 5.63 5.39
H -5.37 3.48 4.27
H -4.52 1.01 4.90
H -5.09 1.25 3.26
H -2.82 1.54 2.44
H -2.13 -2.75 3.49
H -2.86 -3.04 1.90
H -1.13 -2.66 2.02
H -2.78 -1.25 0.35
H -3.03 0.37 0.93
H -0.24 -0.83 0.99
H -0.88 -0.28 -0.55
H -0.69 1.48 1.91
H -2.30 2.27 0.13
H -0.91 3.34 0.30
H -0.99 2.19 -1.05
H 1.28 1.98 -0.10
H 3.54 1.01 -0.89
H 6.20 2.25 -1.21
H 7.16 1.73 0.17
H 7.58 0.11 -1.56
H 6.57 -0.65 -0.34
H 4.72 -1.89 -3.05
H 6.46 -2.06 -2.73
H 5.28 -2.18 -1.40
H 4.97 0.24 -4.06
H 5.78 1.55 -3.21
H 6.73 0.19 -3.83
H -2.05 1.46 5.37
H -0.87 1.39 4.08
H -1.44 3.61 3.27
H -1.31 3.74 5.00
```

The molar mass comes out at 390.532 g mol⁻¹. The SMILES is CC1=CC[C@H](C(=O)N(C)CC[C@H](C)NC(=O)c2cn(CCN(C)C)nn2)CC1.

Löwdin atomic charge list, values in e, 2 entries: -0.065, -0.301


## two
Computed, not measured: a single C20H34N6O2 molecule, with wB97M-V/def2-TZVPD.

Structure (XYZ):
```
62
Properties=species:S:1:pos:R:3
C 4.19 -4.48 2.79
C 4.35 -3.18 2.07
C 5.18 -3.02 1.05
C 5.33 -1.74 0.27
C 4.16 -0.79 0.51
C 4.49 0.59 -0.04
O 5.49 1.17 0.35
N 3.64 1.15 -0.95
C 3.91 2.50 -1.40
C 2.38 0.54 -1.36
C 1.28 0.57 -0.28
C 0.01 1.33 -0.70
C 0.24 2.82 -0.83
N -1.05 1.09 0.27
C -1.72 -0.09 0.30
O -1.50 -0.99 -0.48
C -2.71 -0.20 1.40
C -2.68 0.35 2.66
N -3.79 -0.11 3.26
C -4.24 0.07 4.63
C -3.34 -0.67 5.61
N -2.02 -0.06 5.71
C -1.03 -1.02 6.16
C -2.04 1.10 6.58
N -4.48 -0.90 2.42
N -3.83 -0.96 1.31
C 3.90 -0.69 2.02
C 3.49 -2.04 2.58
H 3.16 -4.83 2.75
H 4.83 -5.26 2.36
H 4.45 -4.38 3.85
H 5.79 -3.86 0.74
H 6.26 -1.23 0.55
H 5.42 -1.97 -0.80
H 3.27 -1.22 0.05
H 4.96 2.72 -1.22
H 3.69 2.59 -2.46
H 3.31 3.24 -0.85
H 2.05 1.09 -2.24
H 2.55 -0.48 -1.69
H 0.98 -0.45 -0.02
H 1.67 1.04 0.62
H -0.33 0.92 -1.66
H 1.01 3.04 -1.57
H -0.68 3.33 -1.15
H 0.56 3.25 0.12
H -1.38 1.86 0.83
H -1.96 0.96 3.18
H -4.29 1.13 4.85
H -5.25 -0.34 4.66
H -3.84 -0.72 6.59
H -3.22 -1.70 5.25
H -0.05 -0.54 6.19
H -1.24 -1.41 7.17
H -0.98 -1.86 5.47
H -1.06 1.58 6.58
H -2.76 1.84 6.23
H -2.30 0.85 7.62
H 4.83 -0.34 2.50
H 3.14 0.06 2.23
H 2.44 -2.25 2.32
H 3.53 -2.03 3.67
```

The molar mass comes out at 390.532 g mol⁻¹. The SMILES is CC1=CC[C@H](C(=O)N(C)CC[C@H](C)NC(=O)c2cn(CCN(C)C)nn2)CC1.

Löwdin atomic charge list, values in e, 2 entries: -0.064, -0.302


Last place for stability: two


## one
Computed, not measured: a single C5H9N3O molecule, with wB97M-V/def2-TZVPD.

Structure (XYZ):
```
18
Properties=species:S:1:pos:R:3
C -1.27 1.69 0.18
C -1.00 0.23 -0.02
C -2.15 -0.66 0.03
C 0.24 -0.27 -0.27
C 2.99 -0.19 0.73
H -1.42 2.21 -0.77
H -0.49 2.17 0.76
H -2.21 1.81 0.70
H -1.95 -1.74 -0.17
H -0.13 -2.28 0.08
H 1.25 -1.92 -0.90
H 1.01 1.43 -1.07
H 2.41 -1.03 1.16
H 4.05 -0.06 1.01
N 0.60 -1.61 -0.19
N 1.27 0.56 -0.64
N 2.56 0.64 -0.13
O -3.30 -0.31 0.25
```

The molar mass comes out at 127.147 g mol⁻¹. The SMILES is C=NN/C(N)=C(\C)C=O.

Löwdin atomic charge list, values in e, 2 entries: -0.056, -0.217


## two
Computed, not measured: a single C5H9N3O molecule, with wB97M-V/def2-TZVPD.

Structure (XYZ):
```
18
Properties=species:S:1:pos:R:3
C -2.29 -1.21 0.47
C -1.60 -0.26 -0.54
C -0.17 0.04 -0.27
C 2.01 -0.29 -0.01
C 0.50 1.18 -0.02
H -3.29 -1.52 0.16
H -2.22 -0.76 1.48
H -1.60 -2.11 0.53
H -1.87 -0.63 -1.54
H -1.98 0.84 -0.48
H 4.02 -0.58 0.05
H 3.08 -1.91 -0.42
H 0.54 3.15 0.40
H -0.94 2.62 0.35
N 3.11 -1.06 0.07
N 1.85 0.97 0.19
N -0.02 2.50 -0.10
O 0.88 -0.97 -0.31
```

The molar mass comes out at 127.147 g mol⁻¹. The SMILES is CCc1oc(N)nc1N.

Löwdin atomic charge list, values in e, 2 entries: -0.102, -0.198


Last place for stability: one


## one
Computed, not measured: a single C5H9N3O molecule, with wB97M-V/def2-TZVPD.

Structure (XYZ):
```
18
Properties=species:S:1:pos:R:3
C 1.08 0.91 1.89
C 0.37 -0.36 1.40
C -1.06 -1.27 -0.23
C 0.25 0.68 -0.88
C -0.34 0.65 -2.38
H 2.12 0.82 1.57
H 1.29 0.84 3.10
H 0.52 1.89 1.84
H 0.29 -1.38 3.08
H -1.49 -1.58 0.82
H -1.06 -1.19 -2.27
H 0.18 0.11 -3.23
H -0.42 1.67 -2.90
H -1.39 0.34 -2.15
N 0.08 -1.43 2.05
N -0.31 -0.20 0.08
N -1.37 -1.82 -1.28
O 1.25 1.31 -0.49
```

The molar mass comes out at 127.147 g mol⁻¹. The SMILES is [H]/N=C\N(C(C)=O)/C(C)=N/[H].

Löwdin atomic charge list, values in e, 2 entries: -0.062, -0.331


## two
Computed, not measured: a single C5H9N3O molecule, with wB97M-V/def2-TZVPD.

Structure (XYZ):
```
18
Properties=species:S:1:pos:R:3
C 3.20 0.32 0.22
C -0.87 0.98 -1.04
C -1.01 -1.48 -0.33
C -0.83 0.64 1.27
C -0.36 -0.09 0.03
N 2.98 -0.98 0.12
N 3.33 1.45 0.22
N 1.03 -0.09 0.05
O 1.70 -1.21 0.06
H -0.23 0.90 -2.07
H -1.96 0.74 -1.22
H -0.63 1.97 -0.65
H -0.90 -1.75 -1.36
H -2.09 -1.50 -0.12
H -0.63 -2.23 0.28
H -0.18 1.56 1.39
H -1.92 0.85 1.06
H -0.65 -0.06 2.08
```

The molar mass comes out at 127.147 g mol⁻¹.

Löwdin atomic charge list, values in e, 2 entries: -0.365, -0.053


Last place for stability: two


## one
Computed, not measured: a single C5H9N3O molecule, with wB97M-V/def2-TZVPD.

Structure (XYZ):
```
18
Properties=species:S:1:pos:R:3
C -1.13 0.78 -0.06
C -3.12 0.10 -0.12
C 0.74 -0.46 0.61
C 2.07 -0.99 0.00
C 0.77 -1.67 -0.31
H 1.32 2.33 0.89
H 1.81 1.64 -0.74
H -1.46 1.72 -0.37
H -3.48 1.20 -0.25
H 0.79 -0.25 1.74
H 2.56 -0.54 -0.81
H 2.80 -1.39 0.67
H 0.60 -2.72 0.01
H 0.39 -1.49 -1.40
N 1.12 1.85 -0.09
N 0.21 0.72 -0.01
N -1.87 -0.24 0.08
O -4.12 -0.60 0.15
```

The molar mass comes out at 127.147 g mol⁻¹. The SMILES is NN(/C=N/C=O)C1CC1.

Löwdin atomic charge list, values in e, 2 entries: -0.181, -0.407


## two
Computed, not measured: a single C5H9N3O molecule, with wB97M-V/def2-TZVPD.

Structure (XYZ):
```
18
Properties=species:S:1:pos:R:3
C -2.07 0.87 -0.48
C 1.02 -0.15 -1.29
N -1.03 -0.01 0.08
C -1.20 -1.02 0.82
C 0.47 0.32 0.06
C 0.97 -0.64 1.27
N 0.61 1.61 0.44
N 1.94 -1.47 1.26
O -1.75 -1.87 1.39
H 1.60 1.82 0.57
H 2.17 -1.77 0.31
H 0.68 -0.21 2.24
H -3.04 0.58 -0.09
H -1.82 1.89 -0.17
H -2.07 0.80 -1.57
H 0.82 -1.21 -1.47
H 0.58 0.44 -2.09
H 2.10 0.01 -1.31
```

The molar mass comes out at 127.147 g mol⁻¹.

Löwdin atomic charge list, values in e, 2 entries: 0.018, -0.029


## three
Computed, not measured: a molecular structure, C5H9N3O, with wB97M-V/def2-TZVPD.

Structure (XYZ):
```
18
Properties=species:S:1:pos:R:3
C -0.33 -1.72 0.68
C -0.62 0.55 -0.43
C -0.51 1.33 0.82
C 0.21 -0.61 -0.20
N -0.58 1.18 -1.61
N 0.91 -1.06 -1.38
C 1.01 0.64 1.04
N -1.18 2.14 1.50
O 1.28 0.10 2.13
H -0.25 0.61 -2.38
H -0.92 2.13 -1.69
H 0.89 -2.07 -1.49
H 1.87 -0.73 -1.38
H -2.15 2.20 1.17
H 1.72 1.30 0.51
H -0.90 -2.45 0.09
H 0.51 -2.22 1.17
H -0.97 -1.33 1.46
```

The molar mass comes out at 127.147 g mol⁻¹.

Löwdin atomic charge list, values in e, 2 entries: -0.035, -0.213


Last place for stability: two